DFT (ωB97M-V/def2-TZVPD) results for a 2-piece molecular cluster, C8H13N2O2 overall.

XYZ file:
```
25
Properties=species:S:1:pos:R:3:forces:R:3
C -1.891 0.499 2.957 0.62 -0.39 0.78
C 0.249 2.139 -0.402 -0.12 -2.06 0.94
C -2.510 -1.268 1.668 -1.04 -1.61 -0.94
C 0.134 -0.326 -2.130 -1.76 0.39 -0.99
C 2.372 0.108 -1.258 -1.42 0.13 -2.88
C 0.810 -1.429 0.005 2.48 -1.42 -4.45
C -1.746 -0.185 1.756 -0.79 -0.40 -0.29
C 0.902 -0.187 -0.867 0.34 1.82 0.87
N -1.894 0.872 4.032 -0.27 1.15 1.67
N 0.370 0.838 -0.021 -0.51 2.75 0.28
O 0.448 2.739 -1.472 -0.14 -0.36 1.19
O -0.243 2.899 0.705 -0.21 0.72 -0.19
H -0.431 2.412 1.541 0.67 -0.10 -1.48
H -2.660 -1.830 0.709 0.65 0.46 0.96
H -3.102 -1.699 2.526 0.60 0.94 -0.94
H 0.495 -1.226 -2.698 -0.37 1.13 -0.12
H -0.904 -0.500 -1.815 -0.04 -0.42 -0.19
H 0.016 0.701 -2.636 0.91 -1.75 0.18
H 2.581 -0.786 -1.941 0.65 1.36 0.69
H 2.956 0.120 -0.395 1.28 -0.05 1.32
H 2.452 1.136 -1.827 -0.22 -2.15 1.05
H -0.096 -1.952 0.048 -1.62 -0.47 -0.38
H 1.576 -2.073 -0.551 -0.95 -0.15 1.18
H 1.109 -1.280 0.960 1.24 0.77 2.89
H -0.993 0.278 1.104 0.05 -0.29 -1.15
```
Positions in Å, forces in eV/Å.

Energy relative to the best compared isomer or geometry (same formula, charge and spin)   0.405 eV
Net charge   -1
Gap between HOMO and LUMO   7.33 eV
HOMO energy   -3.99 eV
Energy   -15581.4315 eV
Multiplicity   1